(1)
Density functional theory data (wB97M-V/def2-TZVPD) for a 2-piece molecular cluster, C14H21 overall.

Positions of all 35 atoms, in Å:
C -3.436 -1.519 -2.619
C -2.106 -0.836 -2.451
C -0.969 -1.526 -2.293
H -4.241 -0.778 -2.677
H -3.469 -2.125 -3.535
H -3.642 -2.194 -1.778
H -2.124 0.258 -2.460
H 0.009 -1.045 -2.266
H -0.999 -2.619 -2.355
C 1.108 -2.590 -0.067
C 0.230 -1.515 0.421
C 0.544 -0.189 0.739
C -0.359 0.568 1.579
C -1.530 -0.108 2.220
C -0.125 1.908 1.833
C 0.986 2.575 1.306
C 1.186 4.035 1.566
C 1.900 1.843 0.544
C 1.719 0.497 0.256
C 2.774 -0.197 -0.540
H 0.619 -3.552 0.150
H 1.242 -2.549 -1.153
H 2.096 -2.619 0.415
H -0.769 -1.862 0.684
H -2.072 0.609 2.848
H -2.239 -0.500 1.478
H -1.216 -0.943 2.864
H -0.825 2.456 2.467
H 2.097 4.389 1.074
H 0.340 4.629 1.194
H 1.274 4.242 2.641
H 2.793 2.351 0.164
H 3.541 0.531 -0.834
H 3.280 -0.978 0.043
H 2.384 -0.646 -1.461

total charge	+1
HOMO energy	-12.63	eV
maximum force	1.24	eV Å⁻¹
LUMO	-5.6	eV
DFT total energy	-14850.7967	eV



(2)
Density functional theory data (wB97M-V/def2-TZVPD) for C14H21BCoF2N7O2P as an isolated structure.

Positions of all 49 atoms, in Å:
Co -0.388 0.525 0.074
C -3.914 -3.336 -0.582
N -2.517 -2.954 -0.774
C -1.588 -3.841 -1.210
C -0.280 -3.523 -1.345
C 0.114 -2.204 -0.972
O 1.343 -1.839 -0.997
N -0.826 -1.338 -0.580
C -2.148 -1.652 -0.479
O -2.976 -0.809 -0.136
H -4.140 -4.210 -1.187
H -4.551 -2.508 -0.876
H -4.106 -3.558 0.468
H -1.950 -4.829 -1.457
H 0.451 -4.229 -1.704
F -0.835 -0.683 2.709
B -0.304 0.406 2.126
F 0.279 1.222 3.027
C 4.917 -0.688 -0.019
N 4.136 -0.360 1.171
C 4.309 1.041 1.499
N 3.933 1.859 0.339
C 4.767 1.547 -0.824
N 4.571 0.153 -1.167
C 3.261 -0.133 -1.701
P 1.855 0.019 -0.436
C 2.742 -0.739 1.044
C 2.567 1.905 0.079
H 4.746 -1.731 -0.282
H 5.976 -0.551 0.206
H 5.354 1.229 1.744
H 3.677 1.306 2.345
H 5.814 1.712 -0.571
H 4.488 2.186 -1.661
H 3.236 -1.161 -2.054
H 3.051 0.528 -2.544
H 2.683 -1.820 0.927
H 2.208 -0.470 1.956
H 1.988 2.184 0.962
H 2.340 2.534 -0.782
N -2.718 1.898 -0.838
C -3.309 3.000 -1.313
C -2.308 3.896 -1.631
C -1.123 3.236 -1.308
N -1.381 2.022 -0.825
H -3.130 1.019 -0.533
H -4.379 3.079 -1.401
H -2.421 4.884 -2.041
H -0.110 3.589 -1.410

total charge	+1
HOMO energy (alpha / beta)	-10.72 / -11.68	eV
maximum force	1.00	eV Å⁻¹
LUMO (alpha / beta)	-2.2 / -5.1	eV
<S²>	6.02
DFT total energy	-82408.2017	eV
2S+1	5



(3)
Density functional theory data (wB97M-V/def2-TZVPD) for C14H21ClHfO as an isolated structure.

Positions of all 38 atoms, in Å:
C 0.225 0.632 -4.093
C 1.597 1.191 -4.491
C 0.002 -0.701 -4.819
C -0.862 1.623 -4.530
Cl 0.152 0.380 -2.210
H 0.043 -0.568 -5.915
H -0.987 -1.125 -4.588
H 0.777 -1.437 -4.558
H 1.662 1.350 -5.582
H 2.407 0.496 -4.221
H 1.787 2.164 -4.014
H -0.834 1.789 -5.621
H -0.725 2.605 -4.052
H -1.868 1.246 -4.290
C 1.311 -1.240 3.673
C 0.656 -2.166 2.791
C 1.059 -1.880 1.431
H 0.133 -3.071 3.124
C 2.090 -0.874 1.495
C 2.242 -0.479 2.888
H 3.036 0.155 3.288
H 1.296 -1.282 4.764
H 0.765 -2.440 0.544
H 2.697 -0.513 0.664
C -2.112 0.850 3.100
C -1.711 -0.324 3.800
C -1.751 -1.421 2.878
H -1.629 -0.412 4.881
C -2.039 -0.900 1.559
C -2.323 0.501 1.710
H -2.691 1.173 0.939
H -2.374 1.804 3.561
H -1.809 -2.468 3.170
H -2.179 -1.487 0.664
Hf -0.016 0.050 2.170
O 0.590 1.916 3.110
H 0.781 2.045 4.073
H 0.600 2.816 2.707

total charge	+2
HOMO energy	-15.80	eV
maximum force	2.12	eV Å⁻¹
LUMO	-8.8	eV
DFT total energy	-30719.3548	eV



(4)
Density functional theory data (wB97M-V/def2-TZVPD) for the molecule C14H21N3O2S.

Positions of all 41 atoms, in Å:
C 2.908 1.926 -1.307
N 3.424 1.477 -0.034
C 3.353 0.157 0.363
O 4.255 -0.393 0.969
N 2.188 -0.499 0.045
C 0.892 0.156 0.086
C -0.013 -0.537 1.104
H -0.928 0.045 1.232
H 0.498 -0.581 2.067
C -0.340 -1.960 0.611
C -1.526 -1.834 -0.342
O -1.410 -1.687 -1.540
N -2.729 -1.864 0.279
H -2.762 -1.870 1.286
C -3.944 -1.468 -0.413
C -4.188 -0.003 -0.243
C -3.561 1.018 -0.888
C -3.962 2.292 -0.427
C -4.881 2.221 0.568
S -5.277 0.596 0.967
H -5.358 3.021 1.098
H -3.583 3.217 -0.822
H -2.840 0.856 -1.669
H -4.782 -2.052 -0.029
H -3.784 -1.696 -1.470
C 0.876 -2.550 -0.116
H 0.759 -2.365 -1.186
C 2.174 -1.921 0.362
H 2.310 -2.081 1.440
H 3.030 -2.377 -0.141
H 0.919 -3.629 0.035
H -0.626 -2.584 1.462
H 1.032 1.202 0.365
H 0.407 0.112 -0.897
C 4.565 2.233 0.435
H 4.265 3.271 0.585
H 5.395 2.201 -0.279
H 4.902 1.805 1.375
H 2.309 1.150 -1.774
H 2.299 2.825 -1.179
H 3.737 2.169 -1.980

total charge	0
HOMO energy	-8.81	eV
maximum force	0.73	eV Å⁻¹
LUMO	0.5	eV
SMILES string	CN(C)C(=O)N1CCC(C(=O)NCc2cccs2)CC1
DFT total energy	-34260.2660	eV
energy above the lowest of the compared OMol25 structures with the same formula, charge and spin	0.632	eV



(5)
Density functional theory data (wB97M-V/def2-TZVPD) for the molecule C14H21N5O2.

Positions of all 42 atoms, in Å:
C 2.345 3.777 1.814
C 1.212 3.324 2.314
C -0.004 3.025 1.485
N -0.294 1.601 1.444
C 0.397 0.822 0.575
N 1.020 1.302 -0.496
C 1.500 0.213 -1.133
C 1.173 -0.948 -0.451
C 1.564 -2.237 -0.910
O 1.351 -3.328 -0.415
N 2.287 -2.116 -2.102
C 2.643 -0.989 -2.817
O 3.287 -1.066 -3.841
N 2.218 0.210 -2.290
C 2.539 1.454 -2.951
H 3.076 1.214 -3.867
H 1.622 1.996 -3.177
H 3.161 2.069 -2.299
H 2.611 -2.987 -2.507
N 0.464 -0.530 0.669
C -0.127 -1.424 1.630
C -1.467 -1.983 1.143
C -2.534 -0.904 0.976
C -3.871 -1.464 0.492
C -3.821 -1.969 -0.946
H -4.811 -2.281 -1.270
H -3.152 -2.820 -1.040
H -3.475 -1.182 -1.612
H -4.183 -2.277 1.152
H -4.623 -0.674 0.561
H -2.187 -0.149 0.268
H -2.690 -0.409 1.939
H -1.807 -2.728 1.864
H -1.289 -2.492 0.196
H 0.570 -2.254 1.771
H -0.251 -0.899 2.582
H -0.502 1.177 2.337
H 0.154 3.343 0.454
H -0.884 3.528 1.898
H 1.120 3.106 3.371
H 3.209 3.961 2.429
H 2.447 3.985 0.762

total charge	0
HOMO energy	-7.80	eV
maximum force	1.38	eV Å⁻¹
LUMO	0.6	eV
SMILES string	C=CCNc1nc2c(c(=O)[nH]c(=O)n2C)n1CCCCC
DFT total energy	-26405.9426	eV
energy above the lowest of the compared OMol25 structures with the same formula, charge and spin	0.005	eV



(6)
Density functional theory data (wB97M-V/def2-TZVPD) for a 7-piece molecular cluster, C14H21N7 overall.

Positions of all 42 atoms, in Å:
C 1.202 -0.420 -0.161
C 0.330 -0.841 0.868
N -0.330 -1.120 1.716
H 1.602 -1.335 -0.597
H 1.961 0.235 0.267
H 0.658 0.133 -0.926
C 2.850 -0.908 -3.153
C 3.723 -1.185 -1.977
N 4.403 -1.430 -1.019
H 2.317 -1.807 -3.464
H 3.416 -0.536 -4.007
H 2.114 -0.132 -2.941
C -1.583 -0.822 5.235
C -2.974 -0.824 5.369
N -4.113 -0.810 5.465
H -1.269 -1.763 5.688
H -1.140 -0.006 5.805
H -1.282 -0.600 4.211
C -4.106 -0.993 1.715
C -5.364 -1.709 1.347
N -6.354 -2.245 1.095
H -3.898 -1.045 2.784
H -4.169 0.070 1.483
H -3.240 -1.450 1.237
C 0.361 3.833 -4.161
C 0.072 2.493 -3.645
N -0.135 1.419 -3.273
H 1.361 4.233 -3.995
H -0.400 4.501 -3.759
H 0.273 3.769 -5.246
C 3.542 4.551 -1.091
C 3.520 3.066 -1.127
N 3.465 1.928 -1.093
H 4.521 4.890 -0.750
H 2.793 4.800 -0.340
H 3.314 5.003 -2.056
C -0.926 -3.828 0.374
C -1.911 -3.878 1.454
N -2.738 -3.895 2.261
H 0.029 -3.774 0.898
H -1.042 -2.896 -0.179
H -0.850 -4.670 -0.314

total charge	0
HOMO energy	-10.81	eV
maximum force	5.71	eV Å⁻¹
LUMO	-0.2	eV
SMILES string	CC#N.CC#N.CC#N.CC#N.CC#N.CC#N.CC#N
DFT total energy	-25286.2824	eV
energy above the lowest of the compared OMol25 structures with the same formula, charge and spin	0.994	eV



(7)
Density functional theory data (wB97M-V/def2-TZVPD) for the molecule C14H21NO4S.

Positions of all 41 atoms, in Å:
C -2.999 -0.921 -2.716
C -2.642 -0.252 -1.426
C -1.654 0.722 -1.370
C -1.341 1.339 -0.173
C -1.989 1.021 1.012
C -2.981 0.046 0.948
C -3.299 -0.578 -0.244
H -4.071 -1.334 -0.260
H -3.508 -0.228 1.850
C -1.622 1.681 2.298
H -0.667 1.293 2.651
H -1.498 2.750 2.145
H -2.380 1.500 3.056
S -0.007 2.529 -0.195
O -0.381 3.760 0.433
O 0.535 2.586 -1.526
N 1.089 1.745 0.826
H 1.799 2.398 1.138
C 1.676 0.608 0.143
C 2.371 -0.327 1.149
H 3.452 -0.191 1.077
H 2.066 -0.010 2.148
C 2.030 -1.813 0.977
C 0.547 -2.086 1.225
H -0.078 -1.631 0.460
H 0.242 -1.692 2.191
H 0.360 -3.157 1.217
C 2.462 -2.339 -0.390
H 2.264 -3.406 -0.461
H 1.925 -1.836 -1.189
H 3.527 -2.178 -0.540
H 2.600 -2.352 1.743
H 0.856 0.096 -0.362
C 2.644 1.121 -0.916
O 3.453 1.984 -0.706
O 2.521 0.495 -2.082
H 3.102 0.901 -2.746
H -1.105 1.019 -2.250
H -3.935 -0.516 -3.100
H -2.226 -0.759 -3.462
H -3.134 -1.991 -2.571

total charge	0
HOMO energy	-9.34	eV
maximum force	1.00	eV Å⁻¹
LUMO	0.6	eV
SMILES string	Cc1ccc(C)c(S(=O)(=O)N[C@H](CC(C)C)C(=O)O)c1
DFT total energy	-35374.7127	eV
energy above the lowest of the compared OMol25 structures with the same formula, charge and spin	0.009	eV



(8)
Density functional theory data (wB97M-V/def2-TZVPD) for C14H21O11Pt as an isolated structure.

Positions of all 47 atoms, in Å:
Pt -2.251 3.286 2.279
C -0.708 1.337 -0.910
C -1.469 1.899 0.249
O -2.311 2.863 0.182
O -1.266 1.418 1.390
H -0.014 0.566 -0.564
H 0.095 1.988 -1.268
H -1.414 1.014 -1.669
C 2.631 -1.547 0.651
C 1.262 -1.488 1.300
C 0.220 -2.423 0.652
O -0.326 -3.168 1.728
C 0.430 -2.934 2.845
O 0.167 -3.453 3.875
O 1.404 -2.066 2.603
H 3.341 -1.134 1.374
H 2.747 -0.860 -0.193
H 2.938 -2.565 0.429
H 0.875 -0.477 1.463
H 0.743 -3.064 -0.058
H -0.434 -1.753 0.092
C 2.539 3.608 -0.265
C 3.463 3.381 0.893
C 3.151 4.095 2.221
O 3.274 3.044 3.192
C 3.177 1.877 2.597
O 3.050 0.827 3.153
O 3.267 1.994 1.260
H 2.349 4.654 -0.531
H 1.494 3.324 -0.075
H 2.821 3.042 -1.150
H 4.516 3.438 0.616
H 2.125 4.468 2.217
H 3.811 4.924 2.451
C -3.400 -2.314 -4.195
C -3.365 -2.835 -2.739
C -2.726 -1.789 -1.811
O -3.533 -1.822 -0.656
C -4.694 -2.502 -0.915
O -5.568 -2.664 -0.145
O -4.651 -2.955 -2.201
H -2.430 -2.371 -4.674
H -3.923 -1.364 -4.288
H -4.110 -3.019 -4.646
H -2.787 -3.760 -2.761
H -2.861 -0.804 -2.273
H -1.648 -1.916 -1.723

total charge	+1
HOMO energy (alpha / beta)	-12.73 / -12.73	eV
maximum force	2.62	eV Å⁻¹
LUMO (alpha / beta)	-7.6 / -9.0	eV
<S²>	2.01
DFT total energy	-40615.7214	eV
2S+1	3